Below is a structure of composition C30H58EuN9O3PS at a distorted geometry, with properties calculated with wB97M-V/def2-TZVPD.

```
103
C30H58EuN9O3PS, DFT wB97M-V/def2-TZVPD
Eu -1.18 0.90 -1.69
N 0.99 2.38 -2.62
C 1.26 2.07 -4.02
C -0.05 2.01 -4.83
N -0.96 0.93 -4.34
C -0.79 -0.40 -4.93
C 0.00 -1.34 -4.06
N -0.64 -1.50 -2.72
H 1.80 2.31 -2.03
H 0.69 3.35 -2.57
H 1.89 2.85 -4.48
H 1.78 1.09 -4.12
H -0.54 2.98 -4.74
H 0.22 1.87 -5.89
H -1.85 1.28 -4.64
H -1.80 -0.83 -5.08
H -0.31 -0.38 -5.89
H 0.12 -2.32 -4.56
H 1.01 -0.95 -3.94
H -1.23 -2.31 -2.72
H 0.02 -1.65 -1.95
C -4.67 -1.64 -0.30
C -4.32 -0.23 -0.73
C -5.50 0.68 -1.03
O -3.42 -0.34 -1.86
C -3.54 0.51 0.40
O -3.93 0.51 1.55
O -2.49 1.15 -0.01
H -5.46 -2.15 -0.87
H -5.05 -1.63 0.73
H -3.78 -2.28 -0.21
H -6.17 0.27 -1.78
H -5.15 1.65 -1.39
H -6.09 0.86 -0.15
H -3.74 -1.00 -2.47
N -0.47 5.16 -0.04
C -1.47 4.28 -0.27
S -1.84 3.90 -1.89
N -2.14 3.82 0.76
C -1.70 3.92 2.12
C -1.77 5.10 2.84
C -1.45 5.12 4.16
C -0.96 3.97 4.79
C -0.94 2.77 4.09
C -1.32 2.73 2.76
H -0.10 5.65 -0.83
H -0.21 5.38 0.93
H -2.71 3.02 0.55
H -2.17 5.98 2.32
H -1.55 6.00 4.77
H -0.64 4.02 5.84
H -0.62 1.87 4.59
H -1.27 1.77 2.26
N 0.42 0.05 -0.56
P 1.24 -0.96 0.30
N 0.35 -2.33 0.53
C -1.07 -2.07 0.76
C -1.68 -3.12 1.74
C -1.50 -4.52 1.12
C -0.03 -4.75 0.79
C 0.87 -3.53 1.14
N 2.71 -1.32 -0.36
C 3.85 -1.97 0.33
C 4.47 -3.08 -0.48
C 4.77 -2.58 -1.87
C 3.62 -1.83 -2.51
C 3.13 -0.71 -1.61
N 1.74 -0.55 1.84
C 0.87 -0.61 2.99
C 1.72 -0.37 4.27
C 2.25 1.05 4.30
C 2.31 1.62 2.88
C 2.76 0.55 1.89
H -1.62 -2.19 -0.20
H -1.25 -1.07 1.12
H -2.75 -2.89 1.92
H -1.18 -3.03 2.71
H -2.08 -4.59 0.18
H -1.89 -5.29 1.74
H 0.09 -5.00 -0.25
H 0.32 -5.61 1.37
H 1.91 -3.79 0.87
H 0.95 -3.42 2.21
H 3.48 -2.31 1.28
H 4.63 -1.19 0.54
H 3.79 -3.93 -0.55
H 5.39 -3.41 0.01
H 5.00 -3.44 -2.48
H 5.67 -1.97 -1.85
H 2.77 -2.54 -2.74
H 3.91 -1.46 -3.51
H 2.35 -0.14 -2.07
H 3.91 0.02 -1.32
H 0.40 -1.58 3.05
H 0.06 0.10 2.96
H 2.54 -1.09 4.31
H 1.10 -0.55 5.14
H 3.21 1.02 4.78
H 1.68 1.70 4.94
H 3.01 2.48 2.81
H 1.36 1.97 2.58
H 3.71 0.06 2.24
H 2.96 0.99 0.91
```

Summary:
Total charge = +1
LUMO level (spin up / spin down) = -2.3 / -2.2 eV
Spin multiplicity = 7
Orbital gap (spin up / spin down) = 7.8 / 8.0 eV

***

Below is a structure of composition C16H28B2Br36InNO4P at a distorted geometry, with properties calculated with wB97M-V/def2-TZVPD.

```
89
C16H28B2Br36InNO4P, DFT wB97M-V/def2-TZVPD
C -1.07 -0.13 4.22
C -0.72 -0.91 2.82
O 0.71 -1.39 2.81
In 1.23 -1.72 0.78
B -0.70 -2.55 -0.20
C -1.68 -1.66 -1.18
O -0.97 -4.00 0.13
B 2.76 -3.44 0.56
N 3.05 -3.85 -0.89
O 3.37 -4.09 1.74
P 2.16 0.31 -0.41
C 1.50 1.97 0.38
O 1.59 0.42 -2.08
H -1.43 -0.94 5.02
H -0.09 0.36 4.67
H -1.88 0.72 4.11
H -0.94 -0.19 1.89
H -1.46 -1.83 2.68
H -1.16 -1.44 -2.22
H -2.64 -2.34 -1.39
H -2.09 -0.70 -0.64
H -1.46 -4.43 -0.63
H 3.98 -3.50 -1.21
H 2.94 -4.88 -1.03
H 4.33 -4.24 1.47
H 0.59 1.67 1.06
H 2.38 2.49 0.94
H 1.11 2.67 -0.50
H 2.40 0.35 -2.70
C -1.09 5.43 -1.33
Br 0.53 5.63 -0.26
Br -1.16 3.71 -2.23
Br -2.69 5.76 -0.27
H -1.06 6.20 -2.11
C 4.72 -7.28 0.62
Br 6.57 -6.76 0.91
Br 4.44 -7.97 -1.18
Br 4.11 -8.53 1.97
H 4.12 -6.38 0.71
C -5.95 7.87 -1.22
Br -5.35 9.64 -1.77
Br -5.78 7.61 0.69
Br -7.76 7.49 -1.85
H -5.29 7.15 -1.71
C 5.83 -5.88 -4.38
Br 4.57 -7.28 -4.86
Br 5.05 -4.61 -3.13
Br 7.51 -6.61 -3.72
H 6.06 -5.33 -5.30
C -3.07 0.39 -4.73
Br -1.45 0.58 -3.67
Br -3.14 -1.33 -5.64
Br -4.67 0.72 -3.68
H -3.03 1.16 -5.51
C 0.12 -9.54 0.90
Br 0.19 -7.62 0.62
Br 0.67 -10.03 2.70
Br -1.62 -10.28 0.44
H 0.85 -9.99 0.21
C -2.57 9.33 2.31
Br -2.13 10.96 3.28
Br -1.73 9.28 0.55
Br -2.15 7.74 3.35
H -3.65 9.33 2.15
C -8.26 8.77 -5.66
Br -7.36 10.47 -5.41
Br -10.14 9.00 -6.09
Br -7.35 7.65 -6.96
H -8.22 8.24 -4.70
C 7.32 -5.71 5.09
Br 6.88 -6.51 6.80
Br 8.76 -6.66 4.19
Br 5.75 -5.52 3.95
H 7.69 -4.70 5.29
C 2.77 1.77 6.40
Br 0.87 2.07 6.67
Br 3.11 0.56 4.92
Br 3.75 3.44 6.22
H 3.15 1.28 7.31
C -2.99 3.47 6.43
Br -2.56 5.10 7.40
Br -2.16 3.42 4.67
Br -2.58 1.88 7.47
H -4.08 3.47 6.27
C 0.06 -0.90 -8.72
Br 0.47 -0.69 -6.83
Br -0.02 -2.77 -9.24
Br -1.55 0.07 -9.22
H 0.89 -0.44 -9.28
```

Summary:
Total charge = -1
LUMO level = 0.7 eV
ΔE to the lowest compared entry with this formula, charge and spin = 357.29 kJ/mol
Spin multiplicity = 1
Orbital gap = 4.5 eV

***

Below is a structure of composition C34H37BIrN3O6 at a distorted geometry, with properties calculated with wB97M-V/def2-TZVPD.

```
82
C34H37BIrN3O6, DFT wB97M-V/def2-TZVPD
Ir -0.10 -0.27 -0.55
C 0.54 3.88 -3.29
C -0.04 2.68 -2.53
C -1.08 3.14 -1.51
C -0.61 1.64 -3.48
C -1.54 2.02 -4.44
C -2.09 1.09 -5.30
C -1.68 -0.23 -5.25
C -0.73 -0.67 -4.33
C -0.27 -2.12 -4.49
C 0.10 -2.94 -3.26
C 0.87 -2.17 -5.52
C -0.25 0.29 -3.44
N 0.58 -0.13 -2.33
C 1.92 -0.28 -2.55
C 2.65 -0.72 -1.49
C 4.05 -1.06 -1.31
C 4.15 -1.49 -0.04
C 2.82 -1.42 0.57
N 1.96 -0.95 -0.31
C 2.48 -1.78 1.99
C 2.25 -0.45 2.74
C 3.63 -2.54 2.65
C 1.21 -2.64 2.02
H 1.04 4.55 -2.60
H -0.25 4.44 -3.79
H 1.26 3.56 -4.05
H 0.79 2.23 -1.98
H -1.94 3.58 -2.02
H -0.66 3.88 -0.84
H -1.46 2.31 -0.91
H -1.85 3.06 -4.50
H -2.83 1.40 -6.03
H -2.09 -0.94 -5.95
H -1.13 -2.63 -4.94
H 1.07 -2.67 -2.84
H 0.19 -3.99 -3.56
H -0.65 -2.89 -2.48
H 1.78 -1.72 -5.12
H 0.61 -1.64 -6.44
H 1.10 -3.21 -5.77
H 2.32 -0.06 -3.53
H 4.82 -0.97 -2.05
H 5.04 -1.85 0.46
H 3.15 0.17 2.74
H 2.01 -0.68 3.78
H 1.43 0.12 2.32
H 4.53 -1.93 2.72
H 3.87 -3.46 2.11
H 3.34 -2.81 3.66
H 0.37 -2.16 1.54
H 0.94 -2.82 3.07
H 1.39 -3.61 1.55
O -1.00 2.09 2.07
C -1.38 0.97 1.96
O -0.72 0.07 1.19
C -2.59 0.40 2.63
C -3.35 1.26 3.42
C -4.49 0.78 4.05
C -4.83 -0.54 3.88
C -4.09 -1.42 3.11
C -2.95 -0.93 2.48
N -6.05 -1.06 4.55
O -6.67 -0.28 5.24
O -6.33 -2.22 4.37
H -3.04 2.29 3.52
H -5.10 1.42 4.67
H -4.41 -2.44 3.00
H -2.36 -1.60 1.86
O -2.92 0.28 -1.62
B -2.00 -0.69 -1.28
O -2.51 -1.97 -1.41
C -3.80 -1.78 -1.88
C -4.75 -2.73 -2.19
C -5.97 -2.25 -2.65
C -6.22 -0.88 -2.77
C -5.25 0.07 -2.45
C -4.05 -0.42 -2.00
H -4.54 -3.79 -2.09
H -6.75 -2.95 -2.91
H -7.18 -0.55 -3.13
H -5.43 1.13 -2.54
```

Summary:
Total charge = +1
LUMO level (spin up / spin down) = -6.2 / -6.2 eV
ΔE to the lowest compared entry with this formula, charge and spin = 274.08 kJ/mol
Spin multiplicity = 2
Orbital gap (spin up / spin down) = 5.2 / 5.2 eV

***

Below is a structure of composition C23H43IrN2O2P3 at a distorted geometry, with properties calculated with wB97M-V/def2-TZVPD.

```
74
C23H43IrN2O2P3, DFT wB97M-V/def2-TZVPD
Ir 0.27 -0.58 -0.06
P 1.14 0.34 1.90
P -1.90 0.54 0.14
P 1.04 1.12 -1.36
H 0.75 -2.98 -1.22
C 1.01 -1.94 -1.32
C 1.84 -1.54 0.04
H 2.77 -1.15 -0.21
C 1.28 -0.90 3.24
C 0.28 1.71 2.74
C 2.86 0.94 1.76
C -2.95 0.32 -1.35
C -2.96 -0.16 1.47
C -2.08 2.34 0.47
C 2.76 0.90 -1.96
C 1.08 2.86 -0.82
C 0.07 1.20 -2.93
H 1.70 -1.73 -2.13
H 1.90 -2.37 0.69
H 1.78 -1.80 2.88
H 0.29 -1.16 3.62
H 1.88 -0.47 4.06
H -0.74 1.42 3.01
H 0.25 2.62 2.13
H 0.82 1.95 3.67
H 3.51 0.19 1.30
H 3.24 1.14 2.77
H 2.93 1.87 1.17
H -3.71 1.13 -1.36
H -3.47 -0.65 -1.35
H -2.35 0.40 -2.27
H -3.58 0.64 1.90
H -2.36 -0.60 2.27
H -3.62 -0.93 1.05
H -2.89 2.73 -0.16
H -1.16 2.89 0.24
H -2.34 2.49 1.52
H 2.98 1.72 -2.65
H 2.92 -0.04 -2.49
H 3.47 0.96 -1.12
H 1.93 3.35 -1.30
H 1.21 2.96 0.26
H 0.17 3.38 -1.13
H 0.74 1.56 -3.73
H -0.77 1.90 -2.83
H -0.32 0.21 -3.22
C 4.82 -2.55 -2.61
C 3.90 -2.54 -3.72
C 4.09 -1.82 -4.83
C 5.31 -1.04 -4.84
C 6.20 -1.07 -3.77
C 5.98 -1.84 -2.60
O 4.10 -3.42 -1.85
H 3.54 -3.36 -2.65
H 0.05 -1.40 -1.66
H 3.34 -1.86 -5.62
H 5.49 -0.43 -5.74
H 7.11 -0.46 -3.88
H 6.68 -1.85 -1.78
N -4.79 -4.89 -1.09
C -4.08 -3.69 -1.10
O -4.42 -2.74 -1.72
C -2.90 -3.70 -0.18
C -2.80 -4.43 1.01
C -1.76 -4.11 1.88
C -0.87 -3.08 1.57
N -0.98 -2.37 0.44
C -1.90 -2.75 -0.47
H -5.50 -4.96 -1.81
H -4.39 -5.74 -0.75
H -3.53 -5.20 1.24
H -1.62 -4.63 2.83
H -0.06 -2.83 2.26
H -1.87 -2.26 -1.45
```

Summary:
Total charge = +4
LUMO level (spin up / spin down) = -11.8 / -16.1 eV
ΔE to the lowest compared entry with this formula, charge and spin = 473.10 kJ/mol
Spin multiplicity = 6
Orbital gap (spin up / spin down) = 4.1 / 4.2 eV

***

Below is a structure of composition C9H16Cl2O2Sb at a distorted geometry, with properties calculated with wB97M-V/def2-TZVPD.

```
30
C9H16Cl2O2Sb, DFT wB97M-V/def2-TZVPD
C 2.34 1.82 3.27
C 1.83 1.67 2.19
Sb 0.88 1.39 0.20
O 0.07 1.10 -1.66
C -1.01 0.21 -1.73
C -2.35 0.95 -1.59
O -3.36 0.12 -1.03
C -3.25 -0.01 0.38
C -3.46 -1.47 0.79
C 2.56 0.05 -0.43
Cl 3.51 0.69 -1.75
C 2.92 -1.15 0.03
C 4.05 -1.99 -0.50
Cl 2.09 -1.85 1.40
H 2.55 2.06 4.29
H 1.75 2.74 -0.42
H -0.44 2.46 0.69
H 0.00 0.05 0.85
H -0.99 -0.28 -2.71
H -0.96 -0.59 -0.99
H -2.19 1.85 -0.99
H -2.70 1.26 -2.57
H -3.99 0.63 0.87
H -2.26 0.31 0.71
H -3.90 -1.51 1.79
H -4.16 -1.93 0.10
H -2.52 -2.01 0.78
H 4.09 -2.94 0.01
H 3.88 -2.18 -1.56
H 5.00 -1.46 -0.42
```

Summary:
Total charge = -1
LUMO level = 3.2 eV
Spin multiplicity = 1
Orbital gap = 8.0 eV

***

Below is a structure of composition C12H14BF3N6O2V at a distorted geometry, with properties calculated with wB97M-V/def2-TZVPD.

```
39
C12H14BF3N6O2V, DFT wB97M-V/def2-TZVPD
H 0.05 -3.56 1.82
N -0.24 -2.28 0.14
B 0.39 -1.10 -2.16
N 0.33 -2.29 -1.14
C 0.77 -3.54 -1.39
V -1.86 -1.24 1.09
H 1.09 -3.82 -2.39
C 0.70 -4.26 -0.23
H 0.96 -5.29 -0.11
C 0.16 -3.42 0.75
H 0.47 -1.55 -3.28
C 0.89 4.04 2.27
H 0.31 4.53 3.07
H 0.30 3.20 1.86
H 1.09 4.75 1.45
N 1.64 -0.06 -2.04
N -1.04 -0.49 -1.96
N 1.80 0.57 -0.88
N -1.72 -0.30 -0.75
C 2.62 0.39 -2.88
C -1.83 -0.09 -2.98
H 2.70 -0.02 -3.88
H -1.60 -0.30 -4.02
C 3.39 1.35 -2.18
C -2.91 0.57 -2.42
C 2.80 1.44 -0.92
C -2.77 0.52 -1.03
H 4.24 1.88 -2.55
H -3.72 0.99 -2.95
H 3.02 2.04 -0.07
H -3.32 1.03 -0.24
H 1.80 3.70 2.67
F -1.30 -0.22 5.46
C -1.51 0.67 4.47
F -2.79 1.11 4.59
F -0.70 1.74 4.70
C -1.38 -0.02 3.06
O -1.11 -1.28 2.98
O -1.73 0.64 2.06
```

Summary:
Total charge = 0
LUMO level (spin up / spin down) = -0.5 / -0.7 eV
Spin multiplicity = 4
Orbital gap (spin up / spin down) = 7.9 / 7.7 eV